Record 1
DFT (ωB97M-V with the def2-TZVPD basis set) results for C21H43Br9O30S8 as an isolated structure in a non-equilibrium geometry.

Computed properties:
Relative energy (zero: lowest compared OMol25 entry of this formula, charge and spin) = 0.0 kcal per mole
Highest occupied orbital energy = -10.6 eV
Lowest unoccupied orbital energy = -0.8 eV

Element x y z (Å)
O -6.62 -7.55 -2.70
S -6.86 -6.95 -1.37
O -5.78 -6.79 -0.44
O -7.68 -5.51 -1.36
C -8.89 -5.47 -2.12
C -8.55 -4.81 -3.41
C -8.14 -7.97 -0.53
H -9.64 -4.81 -1.68
H -9.53 -6.35 -2.20
H -7.55 -5.16 -3.66
H -8.57 -3.73 -3.32
H -9.22 -4.95 -4.26
H -7.63 -8.92 -0.38
H -8.93 -8.08 -1.27
H -8.37 -7.57 0.45
O -0.84 -1.04 -2.83
S -0.83 -1.87 -1.63
O 0.17 -2.94 -1.46
O -0.87 -1.02 -0.20
C -0.90 0.40 -0.27
C 0.20 1.12 0.66
C -2.55 -2.56 -1.51
H -1.85 0.82 0.05
H -0.87 0.81 -1.29
H 0.06 2.18 0.45
H 1.21 0.73 0.53
H -0.09 0.91 1.69
H -3.32 -1.82 -1.71
H -2.60 -2.98 -0.50
H -2.53 -3.39 -2.22
C -5.94 -2.71 3.67
Br -7.92 -2.90 3.26
Br -5.51 -3.27 5.47
Br -5.35 -0.86 3.24
H -5.45 -3.43 3.01
C -0.97 -6.99 -6.58
Br -0.38 -5.13 -6.81
Br -2.25 -7.63 -7.98
Br -1.60 -7.41 -4.82
H -0.11 -7.66 -6.61
C -6.11 2.12 -4.85
Br -4.21 2.19 -5.30
Br -6.89 3.75 -4.08
Br -6.52 0.44 -3.77
H -6.59 1.91 -5.80
C 6.39 6.56 1.57
C 5.16 7.38 1.26
O 4.36 6.50 0.47
S 5.17 5.19 -0.12
O 5.03 5.08 -1.59
O 4.81 3.99 0.67
O 6.54 5.76 0.39
H 6.36 5.87 2.42
H 7.31 7.13 1.73
H 5.41 8.31 0.74
H 4.62 7.56 2.18
C -0.03 6.84 4.18
C 0.00 6.38 5.60
O 1.12 7.17 6.16
S 1.04 8.72 5.56
O 2.40 9.24 5.46
O 0.14 9.63 6.23
O 0.29 8.24 4.11
H -0.97 6.70 3.63
H 0.77 6.39 3.59
H 0.17 5.31 5.58
H -0.95 6.64 6.08
C -2.23 6.13 -1.66
C -1.95 7.57 -1.75
O -2.67 8.08 -0.62
S -4.09 7.13 -0.44
O -5.25 7.80 -1.00
O -4.12 6.57 0.91
O -3.61 6.01 -1.51
H -1.73 5.83 -0.74
H -1.92 5.60 -2.56
H -2.41 8.03 -2.63
H -0.91 7.89 -1.72
C 2.87 -5.67 1.72
C 3.70 -4.45 1.34
O 4.80 -4.28 2.20
S 5.03 -5.80 3.00
O 5.48 -5.55 4.39
O 5.80 -6.68 2.14
O 3.34 -6.04 2.92
H 3.00 -6.57 1.12
H 1.78 -5.62 1.67
H 3.25 -3.47 1.15
H 4.29 -4.73 0.47
C 4.76 -2.48 -5.29
C 4.24 -3.68 -4.47
O 4.86 -3.50 -3.20
S 5.34 -1.98 -2.84
O 6.76 -1.85 -2.34
O 4.33 -1.22 -2.14
O 5.26 -1.56 -4.41
H 3.95 -2.07 -5.89
H 5.66 -2.77 -5.84
H 4.49 -4.68 -4.82
H 3.17 -3.59 -4.29
C 6.74 0.12 3.21
C 5.53 0.02 4.16
O 5.76 1.05 5.10
S 7.42 0.96 5.50
O 7.79 -0.21 6.28
O 7.93 2.25 6.04
O 7.77 0.77 3.90
H 6.68 0.57 2.22
H 7.12 -0.87 2.99
H 5.58 -0.96 4.64
H 4.61 0.16 3.60

Record 2
DFT (ωB97M-V with the def2-TZVPD basis set) results for a 2-piece molecular cluster, C5H14N2O overall in a non-equilibrium geometry.

Computed properties:
⟨S²⟩ = 0.7584
2S+1 = 2
Net charge = +1
Relative energy (zero: lowest compared OMol25 entry of this formula, charge and spin) = 37.3 kcal per mole
Highest occupied orbital energy (alpha / beta) = -12.1 / -12.1 eV
Lowest unoccupied orbital energy (alpha / beta) = -4.3 / -8.0 eV

Element x y z (Å)
C -3.21 -0.50 2.30
C -1.92 -1.20 2.08
C -1.23 -0.97 0.90
N 0.05 -1.39 0.71
H -3.47 0.08 1.42
H -4.03 -1.17 2.56
H -3.13 0.22 3.12
H -1.53 -1.87 2.83
H -1.58 -0.39 0.06
H 0.43 -2.05 1.38
H 0.18 -1.75 -0.24
H 0.72 0.75 0.78
C 1.97 1.02 -0.67
O 1.12 1.49 0.38
C 1.42 1.28 -2.07
N 2.48 0.92 -3.02
H 2.91 1.57 -0.55
H 2.22 -0.05 -0.62
H 0.49 0.71 -2.21
H 1.21 2.34 -2.24
H 2.77 -0.04 -2.90
H 2.14 1.00 -3.98

Record 3
DFT (ωB97M-V with the def2-TZVPD basis set) results for a 3-piece molecular cluster, C5H5NO overall in a non-equilibrium geometry.

Computed properties:
Relative energy (zero: lowest compared OMol25 entry of this formula, charge and spin) = 155.9 kcal per mole
Highest occupied orbital energy (alpha / beta) = -9.2 / -9.2 eV
Lowest unoccupied orbital energy (alpha / beta) = -0.7 / -0.7 eV

Element x y z (Å)
O -1.44 -1.72 1.15
C -1.09 -0.68 0.78
C -0.26 0.46 0.73
C 1.21 0.79 0.46
C 0.32 0.40 -0.69
C 0.69 -0.91 -1.17
N 0.99 -1.93 -1.63
H -1.83 -0.11 -0.71
H -0.88 1.36 0.81
H 2.03 0.12 0.72
H 1.38 1.83 0.70
H -1.11 0.39 -1.16

Record 4
DFT (ωB97M-V with the def2-TZVPD basis set) results for C10H9NO as an isolated structure in a non-equilibrium geometry.

Computed properties:
Relative energy (zero: lowest compared OMol25 entry of this formula, charge and spin) = 97.8 kcal per mole
Highest occupied orbital energy = -8.5 eV
Lowest unoccupied orbital energy = 0.1 eV

Element x y z (Å)
C -1.96 1.36 -2.08
C -1.25 1.05 -0.76
C -1.61 1.85 0.30
C -1.00 1.61 1.60
C 0.13 -0.18 0.60
C 1.05 -1.27 0.90
C 1.57 -1.77 -0.19
C 1.53 -1.35 -1.62
C 0.66 -0.31 -1.78
C -0.17 0.07 -0.68
H -1.51 2.09 -3.00
H -2.36 0.41 -2.67
H -3.24 1.76 -1.68
H -2.05 2.83 0.03
H -1.23 2.00 2.51
H 1.45 -0.87 2.68
H 2.20 -2.49 0.19
H 2.16 -1.65 -2.40
H 0.63 0.30 -2.84
N -0.32 0.49 1.79
O 1.57 -1.76 2.11

Record 5
DFT (ωB97M-V with the def2-TZVPD basis set) results for C26H15I3NO3SW as an isolated structure in a non-equilibrium geometry.

Computed properties:
⟨S²⟩ = 2.0217
2S+1 = 3
Net charge = +1
Relative energy (zero: lowest compared OMol25 entry of this formula, charge and spin) = 31.7 kcal per mole
Highest occupied orbital energy (alpha / beta) = -10.7 / -11.1 eV
Lowest unoccupied orbital energy (alpha / beta) = -4.9 / -4.6 eV

Element x y z (Å)
W 0.53 -0.50 -0.02
I -2.73 -3.75 2.37
C -3.03 -1.75 1.79
C -4.26 -1.12 1.93
C -4.43 0.19 1.54
I -6.33 1.07 1.78
C -3.37 0.94 0.98
C -3.40 2.29 0.57
C -2.26 2.87 0.06
C -1.09 2.13 -0.07
N -1.01 0.84 0.28
C -2.13 0.27 0.82
C -1.95 -1.08 1.23
O -0.76 -1.59 1.05
H -5.08 -1.67 2.35
H -4.32 2.85 0.66
H -2.26 3.90 -0.25
H -0.19 2.58 -0.48
I 2.25 -2.68 -0.28
C 1.53 -2.90 -2.34
C 2.11 -3.87 -3.10
C 1.65 -4.08 -4.41
C 0.62 -3.33 -4.89
C 0.01 -2.33 -4.10
C -1.09 -1.61 -4.59
C -1.74 -0.70 -3.80
C -1.26 -0.43 -2.51
C -0.15 -1.06 -1.96
C 0.48 -2.07 -2.77
H 2.91 -4.49 -2.71
H 2.11 -4.85 -5.01
H 0.22 -3.48 -5.88
H -1.42 -1.80 -5.60
H -2.62 -0.19 -4.15
H -1.80 0.31 -1.93
O 4.12 3.31 5.47
C 3.01 2.72 5.05
O 2.06 2.58 5.77
C 2.97 2.23 3.62
C 2.01 1.27 3.31
C 1.84 0.86 2.00
C 2.60 1.44 0.98
S 2.24 1.05 -0.70
C 3.59 2.37 1.30
C 3.78 2.75 2.61
H 4.84 3.33 4.82
H 1.41 0.87 4.11
H 1.09 0.05 1.77
H 4.18 2.78 0.50
H 4.54 3.49 2.82

Record 6
DFT (ωB97M-V with the def2-TZVPD basis set) results for C11H8BF4NSSn as an isolated structure in a non-equilibrium geometry.

Computed properties:
Highest occupied orbital energy = -9.5 eV
Lowest unoccupied orbital energy = -2.2 eV

Element x y z (Å)
Sn 0.94 2.04 0.42
C -3.19 -0.89 -0.64
C -2.58 -2.14 -0.58
C -1.22 -2.26 -0.35
C -0.44 -1.09 -0.13
N -1.04 0.10 -0.18
C -2.37 0.22 -0.42
C 1.02 -1.14 0.12
C 1.71 -2.38 0.16
C 3.07 -2.47 0.37
C 3.77 -1.27 0.50
C 3.13 -0.02 0.45
C 1.75 0.02 0.27
H -4.25 -0.77 -0.81
H -3.21 -3.05 -0.63
H -0.75 -3.20 -0.26
H -2.72 1.26 -0.40
H 1.12 -3.27 0.11
H 3.55 -3.43 0.50
H 4.82 -1.30 0.69
H 3.66 0.90 0.65
S 2.58 3.57 0.58
F -0.97 2.92 -0.02
B -1.91 4.19 -0.09
F -3.11 3.62 0.21
F -1.31 5.05 0.76
F -2.06 4.81 -1.29